## A
Computed, not measured: a structure of composition C4H11N3O2, with ωB97M-V/def2-TZVPD.

Results
HOMO level in eV: -8.9
E_LUMO in eV: 0.607
Charge: 0

```
20
C4H11N3O2 | the Open Molecules 2025 dataset | ωB97M-V/def2-TZVPD
C -1.56 -1.18 -0.61
C 0.10 0.67 -2.06
C 0.51 0.10 -0.71
N -0.18 -1.02 -0.18
H 1.58 -0.09 -0.68
H -1.59 -1.46 -1.67
H -2.14 -0.26 -0.48
H -2.03 -1.97 -0.03
H -0.93 1.04 -2.06
H 0.74 1.52 -2.31
H 0.20 -0.08 -2.85
C 0.24 1.32 0.45
N 0.63 -1.20 2.21
N 1.36 1.55 1.22
O -0.34 -0.50 1.47
O -0.67 2.10 0.30
H 0.10 -1.72 2.90
H 0.99 -1.88 1.54
H 1.73 0.72 1.67
H 1.26 2.34 1.85
```

## B
Computed, not measured: a cluster of 2 separate species, C4H11N3O2 in total, with ωB97M-V/def2-TZVPD.

Results
SMILES: CN=C(N)N.CC(=O)O
HOMO level in eV: -8.4
E_LUMO in eV: 0.763
Charge: 0

```
20
C4H11N3O2 | the Open Molecules 2025 dataset | ωB97M-V/def2-TZVPD
C -3.47 -0.17 -0.48
C -2.21 -0.99 -0.59
O -1.47 -0.25 -1.45
O -1.81 -2.02 -0.14
H -4.29 -0.41 0.19
H -3.90 -0.18 -1.50
H -3.42 0.96 -0.55
C 0.76 1.48 1.35
C 1.98 -0.20 0.17
N 0.88 0.38 0.51
N 3.26 0.21 0.44
N 1.84 -1.45 -0.47
H -0.56 -0.28 -1.75
H -0.36 1.58 1.53
H 0.85 2.50 0.93
H 3.89 0.13 -0.36
H 3.14 1.19 0.73
H 1.00 -1.95 -0.64
H 2.59 -2.04 -0.23
H 1.31 1.52 2.30
```

## C
Computed, not measured: a cluster of 2 separate species, C4H11N3O2 in total, with ωB97M-V/def2-TZVPD.

Results
SMILES: C/N=C(\NC)C(=O)O.N
HOMO level in eV: -9.5
E_LUMO in eV: 0.593
Charge: 0

```
20
C4H11N3O2 | the Open Molecules 2025 dataset | ωB97M-V/def2-TZVPD
C 2.48 -0.06 -0.02
C -0.27 2.41 -0.49
C 0.35 -1.26 1.67
C 1.01 0.58 0.18
N -1.36 -1.94 -1.31
N 0.95 1.68 -0.46
N 0.14 0.01 1.01
O 3.17 0.75 -0.76
O 2.84 -1.11 0.46
H -0.86 2.26 0.36
H -0.06 3.49 -0.60
H -0.82 2.13 -1.39
H 0.15 -2.03 1.02
H 1.38 -1.24 1.81
H -0.18 -1.30 2.63
H -0.52 -2.32 -1.05
H -1.95 -2.68 -0.97
H 2.61 1.57 -0.82
H -0.75 0.40 0.91
H -1.52 -1.11 -0.85
```

## D
Computed, not measured: a cluster of 2 separate species, C4H11N3O2 in total, with ωB97M-V/def2-TZVPD.

Results
SMILES: CN=C(N)N.CC(=O)O
HOMO level in eV: -8.5
E_LUMO in eV: 0.877
Charge: 0

```
20
C4H11N3O2 | the Open Molecules 2025 dataset | ωB97M-V/def2-TZVPD
C -3.21 -0.72 1.95
C -1.91 -0.74 1.21
O -2.24 -0.68 -0.12
O -0.80 -0.86 1.61
H -4.18 -0.80 1.43
H -3.16 0.06 2.71
H -3.16 -1.60 2.61
C 0.42 0.59 -2.13
C 1.93 0.29 -0.36
N 0.85 -0.08 -0.93
N 2.91 1.18 -0.93
N 2.28 -0.30 0.85
H -1.51 -0.60 -0.76
H -0.67 0.77 -1.96
H 0.36 -0.17 -2.93
H 3.39 1.85 -0.34
H 2.83 1.44 -1.89
H 1.88 -1.18 1.10
H 3.20 -0.04 1.17
H 0.77 1.59 -2.29
```

In kJ/mol, relative to the most stable structure: A 381.3; B 80.7; C 60.5; D 0.0.

## A
Computed, not measured: the molecule C2H7N3O, with ωB97M-V/def2-TZVPD.

Results
SMILES: [H]/N=C(\N)NOC
HOMO level in eV: -8.7
E_LUMO in eV: 0.956
Charge: 0

```
13
C2H7N3O | the Open Molecules 2025 dataset | ωB97M-V/def2-TZVPD
C 1.82 -0.29 0.42
N -0.03 -0.76 -0.72
C -1.11 -0.06 -0.18
N -0.93 1.30 -0.16
O 1.20 -0.12 -0.94
N -2.07 -0.75 0.27
H -0.07 -1.76 -0.62
H -1.76 1.87 -0.06
H -0.22 1.66 -0.78
H -2.86 -0.20 0.59
H 2.83 0.05 0.25
H 1.33 0.37 1.14
H 1.86 -1.32 0.78
```

## B
Computed, not measured: the molecule C2H7N3O, with ωB97M-V/def2-TZVPD.

Results
HOMO level (spin up / spin down) in eV: -8.7 / -7.0
E_LUMO (spin up / spin down) in eV: 0.792 / 0.207
Charge: 0

```
13
C2H7N3O | the Open Molecules 2025 dataset | ωB97M-V/def2-TZVPD
C 0.27 -1.26 -0.71
C -0.11 -0.12 0.23
N -0.78 -0.43 1.46
N 1.26 0.30 0.34
O -0.50 1.89 -0.87
N -0.86 0.51 -0.79
H -0.92 2.23 -1.67
H -1.14 -1.37 1.46
H -1.56 0.21 1.58
H 1.48 1.13 -0.19
H 1.64 0.23 1.27
H 0.40 -1.20 -1.78
H 0.81 -2.11 -0.31
```

In kJ/mol, relative to the most stable structure: A 0.0; B 348.3.

## A
Computed, not measured: a cluster of 2 separate species, C2H7N3O in total, with ωB97M-V/def2-TZVPD.

Results
SMILES: N#CNN.CO
HOMO level in eV: -9.2
E_LUMO in eV: 0.546
Charge: 0

```
13
C2H7N3O | the Open Molecules 2025 dataset | ωB97M-V/def2-TZVPD
C -2.05 -0.50 0.16
O -0.95 -0.08 -0.60
H 0.06 0.23 -1.16
H -2.04 -1.57 0.40
H -2.14 0.04 1.11
H -2.98 -0.28 -0.38
N 1.40 0.25 -0.60
N 1.71 1.46 0.10
C 0.93 -0.84 0.15
N 0.96 -1.80 0.81
H 2.07 0.04 -1.34
H 2.23 1.21 0.93
H 0.81 1.82 0.42
```

## B
Computed, not measured: the molecule C2H7N3O, with ωB97M-V/def2-TZVPD.

Results
SMILES: N/C=N/[C@H](N)O
HOMO level in eV: -9.2
E_LUMO in eV: 0.979
Charge: 0

```
13
C2H7N3O | the Open Molecules 2025 dataset | ωB97M-V/def2-TZVPD
C -1.28 0.09 -0.19
N -2.45 -0.54 0.08
N 2.08 -0.70 0.08
C 1.03 0.14 -0.39
O 0.97 1.48 0.24
N -0.19 -0.56 -0.27
H 0.85 1.40 1.19
H -1.37 1.18 -0.32
H -3.31 -0.07 -0.13
H -2.42 -1.54 0.06
H 1.88 -1.07 1.00
H 2.97 -0.22 0.07
H 1.23 0.41 -1.44
```

## C
Computed, not measured: the molecule C2H7N3O, with ωB97M-V/def2-TZVPD.

Results
SMILES: [H]/N=C(/N)N(C)O
HOMO level in eV: -9.7
E_LUMO in eV: 0.612
Charge: 0

```
13
C2H7N3O | the Open Molecules 2025 dataset | ωB97M-V/def2-TZVPD
C -0.94 -1.24 -0.10
N 0.05 -0.27 -0.56
C 0.51 0.77 0.14
N -0.96 1.39 0.49
O 1.43 -1.07 -0.84
N 1.52 1.48 0.26
H 1.71 -1.52 -0.02
H -1.41 1.69 -0.37
H -0.71 2.17 1.09
H 2.38 1.05 -0.04
H -1.93 -0.86 -0.34
H -0.87 -1.44 0.97
H -0.77 -2.15 -0.67
```

## D
Computed, not measured: a cluster of 2 separate species, C2H7N3O in total, with ωB97M-V/def2-TZVPD.

Results
HOMO level (spin up / spin down) in eV: -8.6 / -8.4
E_LUMO (spin up / spin down) in eV: -0.012 / 0.291
Charge: 0

```
13
C2H7N3O | the Open Molecules 2025 dataset | ωB97M-V/def2-TZVPD
C -0.63 0.57 0.23
C -2.64 -1.00 0.07
N 0.42 -0.12 0.36
N 2.77 -0.26 -0.06
N 1.68 0.54 0.22
O -0.87 1.78 -0.14
H -2.94 -1.50 0.96
H -3.27 -0.65 -0.75
H -1.78 -1.39 -0.32
H 3.11 -0.51 0.82
H 2.70 -0.90 -0.81
H 1.54 1.12 -0.63
H -0.08 2.32 0.03
```

In kJ/mol, relative to the most stable structure: A 435.2; B 0.0; C 308.8; D 618.1.

## A
Computed, not measured: a cluster of 2 separate species, C2H7N3O in total, with ωB97M-V/def2-TZVPD.

Results
HOMO level in eV: -8.7
E_LUMO in eV: 1.077
Charge: 0

```
13
C2H7N3O | the Open Molecules 2025 dataset | ωB97M-V/def2-TZVPD
C 0.22 -0.11 0.11
N 1.10 -0.60 1.10
N 0.08 1.29 0.27
N 0.70 -0.37 -1.19
C -2.64 -0.53 -0.03
O -2.63 0.25 -0.82
H 1.01 -1.55 1.43
H 2.03 -0.19 1.19
H 0.43 1.81 1.07
H -0.75 1.75 -0.11
H 0.95 -1.32 -1.45
H 0.38 0.22 -1.96
H -0.89 -0.64 0.40
```

## B
Computed, not measured: a cluster of 2 separate species, C2H7N3O in total, with ωB97M-V/def2-TZVPD.

Results
SMILES: [H]/N=N/N=C/C.O
HOMO level in eV: -9.0
E_LUMO in eV: 0.793
Charge: 0

```
13
C2H7N3O | the Open Molecules 2025 dataset | ωB97M-V/def2-TZVPD
C 0.41 0.80 -0.69
C 1.36 1.72 0.00
N -2.20 -1.16 0.03
O 0.50 -2.12 0.62
N -0.67 0.44 -0.14
N -1.79 -0.03 -0.33
H 0.56 -2.72 1.36
H 0.69 0.42 -1.67
H -0.45 -1.99 0.45
H -3.21 -1.21 -0.11
H 1.00 1.96 0.99
H 2.33 1.25 0.07
H 1.47 2.64 -0.57
```

In kJ/mol, relative to the most stable structure: A 0.0; B 140.0.